Entry 1:
Below is 2 unconnected molecules or ions with the total composition C3H8S, with properties calculated with ωB97M-V/def2-TZVPD.

Calculated values
HOMO level ... -0.308 hartree
Energy relative to the best compared isomer or geometry (same formula, charge and spin) ... 2.8123 eV

CARTESIAN COORDINATES (ANGSTROEM)
C: 1.762 0.144 -0.165
C: 0.257 0.484 -0.189
C: -0.508 -0.757 -0.023
S: -3.326 0.082 0.002
H: 2.342 1.042 -0.364
H: 2.047 -0.257 0.803
H: 1.995 -0.596 -0.928
H: 0.018 0.958 -1.141
H: 0.049 1.184 0.621
H: -0.741 -1.365 -0.878
H: -0.604 -1.209 0.948
H: -3.291 0.289 1.313

Here is what Löwdin gives for the atomic charges, in e: C -0.099; C -0.330; C 0.023; S 0.210; H 0.076; H 0.073; H 0.074; H 0.109; H 0.110; H 0.051; H 0.058; H -0.354

***

Entry 2:
Below is 8 unconnected molecules or ions with the total composition C47H46N7O22P, with properties calculated with ωB97M-V/def2-TZVPD.

Calculated values
HOMO level ... -0.361 hartree
SMILES ... CCOCCOOC(=O)OP(=O)(O)O.O=[N+]([O-])c1ccccc1.O=[N+]([O-])c1ccccc1.O=[N+]([O-])c1ccccc1.O=[N+]([O-])c1ccccc1.O=[N+]([O-])c1ccccc1.O=[N+]([O-])c1ccccc1.O=[N+]([O-])c1ccccc1

CARTESIAN COORDINATES (ANGSTROEM)
C: -3.361 -0.846 -3.606
C: -2.952 -1.745 -4.871
O: -1.836 -1.253 -5.649
C: -1.792 0.190 -5.715
C: -0.764 0.634 -6.897
O: 0.538 0.861 -6.270
O: 0.959 2.144 -6.432
C: 0.230 3.051 -5.574
O: -0.325 4.015 -6.125
O: 0.255 2.790 -4.178
P: -1.129 3.373 -3.379
O: -2.427 2.628 -3.683
O: -0.822 3.145 -1.693
O: -1.422 5.029 -3.575
H: -3.825 -1.521 -2.794
H: -4.114 -0.053 -3.937
H: -2.438 -0.371 -3.102
H: -3.902 -1.947 -5.484
H: -2.625 -2.769 -4.446
H: -1.280 0.548 -4.743
H: -2.831 0.663 -5.855
H: -0.736 -0.245 -7.646
H: -1.156 1.536 -7.477
H: -1.701 3.363 -1.297
H: -2.295 5.168 -3.121
C: 4.071 3.776 -0.998
C: 2.912 3.007 -1.013
C: 2.184 2.818 0.152
C: 2.622 3.407 1.336
C: 3.787 4.172 1.363
C: 4.511 4.354 0.189
N: 1.843 3.231 2.564
O: 0.838 2.538 2.505
O: 2.240 3.789 3.575
H: 4.633 3.925 -1.915
H: 2.572 2.556 -1.939
H: 1.283 2.215 0.121
H: 4.138 4.631 2.281
H: 5.418 4.950 0.197
C: 7.064 -0.018 2.490
C: 6.418 1.123 2.022
C: 6.836 1.722 0.839
C: 7.899 1.168 0.129
C: 8.554 0.031 0.596
C: 8.132 -0.561 1.782
N: 8.324 1.783 -1.130
O: 7.736 2.792 -1.499
O: 9.237 1.253 -1.743
H: 6.732 -0.487 3.411
H: 5.587 1.543 2.578
H: 6.325 2.610 0.485
H: 9.385 -0.403 0.052
H: 8.633 -1.448 2.153
C: 3.143 -0.972 -4.895
C: 3.964 -2.096 -4.881
C: 4.106 -2.840 -3.714
C: 3.417 -2.449 -2.567
C: 2.600 -1.320 -2.573
C: 2.466 -0.582 -3.742
N: 3.542 -3.242 -1.342
O: 4.279 -4.215 -1.365
O: 2.895 -2.886 -0.366
H: 3.029 -0.397 -5.809
H: 4.490 -2.395 -5.781
H: 4.748 -3.714 -3.715
H: 2.065 -1.007 -1.683
H: 1.830 0.297 -3.759
C: 0.587 -4.422 2.563
C: -0.517 -4.639 3.383
C: -1.790 -4.287 2.945
C: -1.945 -3.723 1.680
C: -0.843 -3.497 0.858
C: 0.426 -3.849 1.305
N: -3.286 -3.374 1.204
O: -4.228 -3.568 1.960
O: -3.388 -2.911 0.077
H: 1.578 -4.703 2.906
H: -0.385 -5.085 4.363
H: -2.640 -4.461 3.594
H: -0.956 -3.054 -0.126
H: 1.290 -3.680 0.670
C: -6.541 0.852 4.977
C: -5.802 0.090 4.077
C: -5.142 -1.054 4.511
C: -5.233 -1.428 5.851
C: -5.965 -0.666 6.758
C: -6.619 0.478 6.315
N: -4.560 -2.646 6.307
O: -3.912 -3.278 5.485
O: -4.687 -2.964 7.479
H: -7.060 1.742 4.633
H: -5.743 0.387 3.035
H: -4.569 -1.640 3.800
H: -6.036 -0.948 7.803
H: -7.195 1.078 7.013
C: -2.768 -7.337 5.494
C: -2.974 -8.278 4.489
C: -2.268 -9.475 4.502
C: -1.359 -9.722 5.529
C: -1.143 -8.781 6.534
C: -1.852 -7.585 6.512
N: -0.631 -10.993 5.560
O: -0.832 -11.787 4.653
O: 0.133 -11.189 6.494
H: -3.326 -6.405 5.484
H: -3.689 -8.078 3.698
H: -2.437 -10.201 3.714
H: -0.434 -8.964 7.334
H: -1.694 -6.846 7.290
C: -2.636 10.322 -4.400
C: -1.834 9.185 -4.415
C: -1.690 8.419 -3.263
C: -2.360 8.799 -2.102
C: -3.159 9.940 -2.078
C: -3.294 10.702 -3.234
N: -2.233 7.980 -0.894
O: -1.509 6.994 -0.947
O: -2.859 8.324 0.096
H: -2.750 10.915 -5.302
H: -1.322 8.894 -5.326
H: -1.062 7.535 -3.289
H: -3.679 10.245 -1.177
H: -3.916 11.591 -3.227

These are the Löwdin partial charges, in e, on atoms 1 to 99: C -0.103; C -0.251; O -0.191; C -0.180; C -0.081; O -0.133; O 0.005; C -0.409; O 0.141; O -0.064; P 0.659; O -0.287; O -0.159; O -0.159; H 0.081; H 0.078; H 0.082; H 0.122; H 0.125; H 0.107; H 0.141; H 0.146; H 0.144; H 0.088; H 0.096; C -0.066; C -0.060; C 0.000; C -0.142; C -0.005; C -0.087; N -0.347; O 0.075; O 0.073; H 0.113; H 0.099; H 0.113; H 0.121; H 0.115; C -0.068; C -0.058; C 0.004; C -0.141; C -0.001; C -0.065; N -0.346; O 0.062; O 0.076; H 0.109; H 0.106; H 0.085; H 0.119; H 0.109; C -0.059; C -0.059; C 0.001; C -0.143; C 0.003; C -0.058; N -0.331; O 0.086; O 0.042; H 0.106; H 0.110; H 0.120; H 0.118; H 0.094; C -0.059; C -0.060; C -0.003; C -0.143; C 0.004; C -0.055; N -0.343; O 0.061; O 0.062; H 0.111; H 0.105; H 0.094; H 0.117; H 0.073; C -0.072; C -0.060; C 0.008; C -0.140; C -0.002; C -0.068; N -0.340; O 0.057; O 0.076; H 0.107; H 0.110; H 0.105; H 0.119; H 0.108; C -0.074; C -0.063; C -0.001; C -0.147

***

Entry 3:
Below is a gas-phase ion, C3H9N2S (charge +1), with properties calculated with ωB97M-V/def2-TZVPD.

Calculated values
HOMO level ... -0.504 hartree
SMILES ... CN1S[C@H]1C[NH3+]
Energy relative to the best compared isomer or geometry (same formula, charge and spin) ... 3.3329 eV
Total charge ... +1

CARTESIAN COORDINATES (ANGSTROEM)
C: -0.242 -0.077 -1.056
C: -1.350 -1.559 1.006
C: 1.078 0.645 -1.109
N: -0.652 -0.317 0.570
N: 1.204 1.196 0.313
S: -1.595 0.801 -0.430
H: -0.478 -0.890 -1.587
H: -1.206 -2.410 0.363
H: -0.750 -1.852 1.856
H: -2.336 -1.154 1.193
H: 1.166 1.492 -1.846
H: 1.901 0.065 -1.159
H: 0.517 0.420 0.933
H: 0.637 2.117 0.501
H: 2.104 1.524 0.452

Here is what Löwdin gives for the atomic charges, in e: C -0.432; C -0.071; C -0.131; N -0.402; N 0.056; S 0.986; H 0.065; H 0.090; H 0.090; H 0.080; H 0.159; H 0.090; H 0.137; H 0.176; H 0.106